(1)
{"formula": "C4H12", "method": "ωB97M-V/def2-TZVPD", "gap_ev": 12.73, "homo_energy_ev": -11.6, "smiles": "CC.CC", "lumo_ev": 1.1, "de_lowest_kcal_mol": 11.5, "symbols": ["C", "C", "H", "H", "H", "H", "H", "H", "C", "C", "H", "H", "H", "H", "H", "H"], "positions_angstrom": [[0.4998, 0.3524, -1.8856], [0.6665, -0.1244, -3.3460], [0.0722, -0.4269, -1.2743], [1.5784, 0.5339, -1.5318], [-0.0109, 1.3123, -1.8579], [0.9771, -1.1884, -3.5403], [-0.2530, 0.0814, -3.8886], [1.4670, 0.4791, -3.7394], [-1.0992, 0.1022, 2.0808], [-0.1535, -0.3703, 3.2297], [-1.1216, 1.1934, 2.0194], [-0.6818, -0.2242, 1.1107], [-2.0575, -0.4131, 2.1753], [0.8882, -0.3416, 2.9277], [-0.3133, 0.3970, 3.9538], [-0.4585, -1.3629, 3.5665]], "atomic_forces_ev_per_a": [[2.625, -0.456, -0.422], [-0.057, -0.314, 0.115], [-0.417, 0.157, 0.392], [-1.642, -0.214, 0.015], [-0.225, -0.203, 0.201], [-0.464, 0.917, 0.677], [0.045, -0.154, -0.310], [0.136, 0.263, -0.672], [1.305, -1.056, -0.707], [-0.976, 0.506, -1.234], [-0.508, -0.216, 0.182], [-0.259, 0.055, 0.274], [-0.166, 0.679, 0.028], [0.102, -0.165, 0.011], [0.202, -0.006, 1.257], [0.299, 0.206, 0.193]]}

---

(2)
{"formula": "C51H45BrN6O2STeTi", "method": "ωB97M-V/def2-TZVPD", "gap_ev": [4.34, 4.34], "homo_energy_ev": [-5.1, -5.1], "lumo_ev": [-0.8, -0.8], "de_lowest_kcal_mol": 65.8, "symbols": ["Ti", "O", "C", "C", "C", "C", "C", "C", "C", "O", "N", "N", "C", "C", "Br", "C", "C", "C", "C", "C", "C", "C", "H", "H", "H", "H", "H", "H", "H", "H", "H", "H", "H", "H", "H", "H", "C", "C", "C", "C", "C", "C", "C", "C", "S", "C", "N", "C", "C", "C", "C", "C", "C", "C", "C", "H", "H", "H", "H", "H", "H", "H", "H", "H", "H", "H", "H", "H", "H", "H", "H", "N", "C", "C", "C", "C", "C", "C", "C", "N", "C", "C", "N", "C", "H", "H", "H", "H", "H", "H", "H", "C", "Te", "C", "C", "C", "C", "C", "C", "C", "H", "H", "H", "H", "H", "H", "H", "H"], "positions_angstrom": [[1.8334, 0.1291, 0.3862], [3.6191, -3.2918, 0.1583], [2.9993, -3.9385, -0.8540], [3.4267, -5.2223, -1.1915], [2.8187, -5.9132, -2.2198], [1.7652, -5.3468, -2.9196], [1.3382, -4.0761, -2.5922], [1.9500, -3.3570, -1.5745], [1.4534, -1.9625, -1.2578], [1.5603, -1.6107, 0.0732], [2.1189, -0.9806, -2.1306], [2.1279, 0.2801, -1.5113], [2.5918, 1.2694, -2.2625], [2.8239, 2.5828, -1.8584], [2.9600, 2.9012, 0.0851], [3.0664, 3.6674, -2.6597], [2.8625, 3.7225, -4.0822], [3.6381, 4.6144, -4.8408], [3.5208, 4.6739, -6.2134], [2.5951, 3.8779, -6.8735], [1.7878, 3.0254, -6.1369], [1.9199, 2.9399, -4.7657], [3.0743, -2.5061, 0.3908], [4.2342, -5.6579, -0.6235], [3.1639, -6.9048, -2.4715], [1.2737, -5.8984, -3.7067], [0.5242, -3.6183, -3.1369], [0.3776, -1.9182, -1.5548], [3.0662, -1.2801, -2.3860], [2.8870, 1.0318, -3.2874], [3.4649, 4.5554, -2.1948], [4.3540, 5.2439, -4.3336], [4.1575, 5.3420, -6.7760], [2.5005, 3.9252, -7.9469], [1.0462, 2.4195, -6.6381], [1.2574, 2.2946, -4.2081], [-3.1389, 1.4735, 5.5048], [-2.7102, 0.2129, 4.7388], [-3.2519, -1.0417, 5.4395], [-3.3439, 0.2867, 3.3499], [-1.1887, 0.1431, 4.7063], [-0.5094, 0.1473, 5.9317], [0.8669, 0.0945, 5.9947], [1.5826, 0.0437, 4.8147], [3.3082, -0.0094, 4.6406], [3.0842, 0.0057, 2.9024], [1.8148, 0.0365, 2.4875], [0.9477, 0.0460, 3.5558], [-0.4520, 0.0832, 3.5317], [4.1955, 0.0026, 2.0086], [5.5180, 0.0494, 2.4742], [6.5571, 0.0635, 1.5721], [6.2860, 0.0224, 0.2126], [4.9733, -0.0129, -0.2424], [3.8887, -0.0230, 0.6276], [-4.2237, 1.5425, 5.5266], [-2.7456, 2.3595, 5.0100], [-2.7829, 1.4737, 6.5297], [-4.3391, -1.0396, 5.4199], [-2.9317, -1.0974, 6.4756], [-2.9030, -1.9362, 4.9274], [-4.4220, 0.3817, 3.4565], [-3.1467, -0.6150, 2.7704], [-2.9831, 1.1521, 2.7966], [-1.0564, 0.1910, 6.8601], [1.3864, 0.1010, 6.9404], [-0.9395, 0.0714, 2.5671], [5.7035, 0.0889, 3.5398], [7.5777, 0.1133, 1.9229], [7.1013, 0.0303, -0.4971], [4.8217, -0.0074, -1.3180], [-6.6189, 4.7215, -4.3291], [-5.7490, 4.3449, -3.6777], [-4.6867, 3.8965, -2.8751], [-4.6351, 4.2415, -1.5166], [-3.5929, 3.8168, -0.7332], [-2.5566, 3.0414, -1.2750], [-2.6182, 2.6836, -2.6317], [-3.6651, 3.1021, -3.4155], [-1.4981, 2.6295, -0.4685], [-1.2222, 3.0698, 0.8046], [-0.1250, 2.3896, 1.2342], [0.2886, 1.5295, 0.2644], [-0.5511, 1.6995, -0.7542], [-5.4252, 4.8395, -1.0919], [-3.5857, 4.0749, 0.3131], [-1.8368, 2.0844, -3.0733], [-3.7099, 2.8241, -4.4578], [-1.7856, 3.8294, 1.2969], [0.4013, 2.4987, 2.1670], [-0.4707, 1.1885, -1.6967], [-2.7538, -2.2282, -1.2619], [-1.5781, -1.1424, 0.2182], [-1.6810, -3.0712, 1.1897], [-2.9704, -3.6746, 0.7362], [-3.6508, -4.6117, 1.4948], [-4.8557, -5.1274, 1.0491], [-5.3691, -4.7288, -0.1706], [-4.6850, -3.8064, -0.9439], [-3.4972, -3.2625, -0.4858], [-2.0872, -2.7058, -1.9836], [-3.4216, -1.5666, -1.8088], [-1.6276, -2.9728, 2.2724], [-0.8343, -3.6778, 0.8611], [-3.2487, -4.9279, 2.4460], [-5.3965, -5.8354, 1.6584], [-6.3136, -5.1213, -0.5159], [-5.0865, -3.4952, -1.8988]], "atomic_forces_ev_per_a": [[-0.462, 1.071, -1.350], [-0.086, 0.104, 0.121], [-0.125, -0.026, -0.146], [0.077, 0.167, 0.154], [0.027, 0.015, 0.054], [-0.107, -0.134, -0.209], [0.115, 0.030, 0.097], [-0.059, 0.263, 0.262], [-0.586, -0.298, -1.541], [0.014, -1.605, 0.190], [0.261, -0.535, -0.504], [-0.143, -0.542, 1.062], [0.353, 0.377, -1.299], [0.112, 0.479, -0.596], [0.196, 0.126, -0.176], [-0.186, -0.279, 1.281], [-0.087, -0.007, -0.539], [-0.099, -0.186, 0.100], [-0.070, 0.031, -0.120], [0.036, 0.002, -0.065], [-0.021, 0.032, -0.111], [0.009, 0.174, 0.061], [0.292, -0.303, -0.090], [0.101, -0.038, 0.055], [0.022, -0.100, -0.005], [-0.010, -0.032, -0.090], [-0.112, 0.055, -0.033], [0.494, -0.053, 0.343], [-0.204, 0.204, 0.267], [-0.121, 0.034, 0.206], [0.186, 0.089, 0.057], [0.108, 0.055, 0.076], [0.018, 0.075, -0.042], [0.000, 0.007, -0.131], [-0.063, -0.052, -0.054], [0.044, -0.110, 0.052], [0.072, -0.147, -0.079], [-0.236, 0.053, -0.027], [0.064, 0.136, -0.090], [0.207, -0.153, 0.184], [0.017, 0.007, -0.042], [0.304, -0.039, 0.007], [-0.153, -0.013, 0.076], [0.007, -0.007, -0.441], [-0.462, 0.030, -0.775], [-0.734, 0.051, 0.888], [1.407, 0.036, 1.026], [-0.354, 0.027, 1.439], [0.127, -0.049, -0.256], [1.133, -0.096, -1.005], [-0.420, 0.019, 0.143], [0.165, -0.007, 0.235], [-0.315, -0.018, -0.166], [0.274, -0.106, -0.167], [0.811, 0.077, 1.159], [-0.148, 0.016, 0.005], [0.015, 0.133, -0.030], [0.049, 0.010, 0.162], [-0.149, 0.002, 0.019], [0.058, -0.018, 0.153], [0.013, -0.123, -0.043], [-0.130, 0.007, 0.001], [0.003, 0.054, -0.074], [0.066, 0.046, -0.160], [-0.122, 0.003, 0.055], [-0.014, -0.013, 0.142], [-0.130, 0.096, 0.047], [0.214, 0.006, 0.067], [0.062, -0.021, 0.028], [0.066, 0.009, -0.052], [-0.109, 0.010, 0.040], [0.082, -0.052, 0.062], [-0.975, 0.409, -0.746], [1.200, -0.498, 0.951], [-0.219, -0.058, -0.742], [0.708, -0.419, 0.124], [-1.214, 0.397, -0.973], [0.404, -0.028, 0.733], [-0.592, 0.355, 0.026], [0.954, -0.569, 0.405], [0.392, -0.020, 0.656], [-0.585, 0.728, 0.195], [-1.551, 0.701, -0.741], [0.626, 0.065, 0.177], [-0.075, 0.065, 0.051], [-0.011, 0.029, 0.070], [0.067, 0.002, -0.048], [0.041, -0.007, -0.058], [-0.166, 0.193, 0.088], [-0.036, -0.025, 0.012], [0.047, -0.071, -0.009], [0.319, 0.333, -0.130], [-0.924, -0.987, -0.305], [0.311, 0.193, 0.054], [-0.174, 0.055, -0.029], [-0.035, -0.034, 0.041], [-0.029, -0.105, 0.063], [-0.139, -0.038, -0.099], [-0.057, -0.009, -0.001], [-0.100, -0.070, 0.169], [0.148, 0.133, 0.046], [-0.001, 0.088, 0.062], [0.009, 0.099, 0.014], [0.096, 0.157, -0.014], [0.061, -0.021, 0.119], [-0.046, -0.080, 0.056], [-0.078, -0.068, -0.037], [-0.042, 0.050, -0.047]]}

---

(3)
{"formula": "ClH20O14", "method": "ωB97M-V/def2-TZVPD", "gap_ev": [10.91, 4.31], "homo_energy_ev": [-11.6, -11.5], "s_squared": 0.761, "lumo_ev": [-0.7, -7.2], "multiplicity": 2, "symbols": ["Cl", "O", "O", "O", "O", "O", "H", "H", "O", "H", "H", "O", "H", "H", "O", "H", "H", "O", "H", "H", "O", "H", "H", "O", "H", "H", "O", "H", "H", "O", "H", "H", "O", "H", "H"], "positions_angstrom": [[-0.1289, 0.1329, -0.3971], [-0.2606, 1.0471, -1.5140], [0.7733, 0.8638, 0.4795], [-1.3836, -0.1577, 0.3074], [0.5269, -1.0153, -1.0353], [1.5866, 3.3509, -1.0539], [1.5456, 2.4441, -0.7503], [0.7164, 3.5234, -1.4132], [0.8660, -2.5516, 1.8167], [0.1303, -2.1465, 2.2758], [0.5426, -2.6984, 0.9278], [-2.0919, -2.8749, 1.5300], [-1.8556, -3.0033, 0.6113], [-2.4805, -2.0006, 1.5578], [-4.1775, -1.9624, -0.8510], [-4.0149, -1.1714, -0.3371], [-5.0724, -2.2159, -0.6246], [0.9268, -2.1688, -3.7467], [0.2269, -1.8489, -4.3160], [0.6385, -1.9437, -2.8622], [3.6937, 0.9602, -0.1307], [2.8006, 0.6519, 0.0225], [3.8262, 0.8535, -1.0727], [1.8603, 2.9527, 3.0053], [1.0546, 2.7015, 3.4570], [1.8399, 2.4589, 2.1856], [2.1509, -3.8630, -1.3921], [2.0499, -3.6817, -2.3265], [2.5157, -3.0559, -1.0291], [-1.7089, 1.9427, 2.4756], [-1.4270, 1.3062, 3.1326], [-1.9777, 1.4112, 1.7263], [-1.2521, 4.0057, -0.5999], [-1.3742, 4.5974, 0.1425], [-1.0658, 3.1557, -0.2012]], "atomic_forces_ev_per_a": [[-0.287, -2.178, 0.629], [-0.774, 1.065, -0.573], [-0.277, -0.368, -0.104], [2.431, 0.356, -1.792], [-1.271, 1.160, 1.858], [0.460, -0.073, -0.089], [0.299, -0.208, 0.179], [-0.652, 0.469, -0.053], [0.575, 0.354, 0.004], [-0.353, -0.183, 0.135], [-0.071, -0.292, -0.179], [0.154, -0.030, 0.445], [-0.145, -0.138, -0.341], [-0.196, 0.102, -0.060], [0.287, -0.032, -0.143], [-0.007, 0.251, 0.056], [-0.243, -0.155, 0.040], [0.266, -0.096, -0.030], [-0.142, 0.003, -0.248], [-0.110, 0.009, 0.195], [-0.015, 0.162, 0.112], [-0.039, -0.250, 0.161], [0.179, -0.004, -0.298], [0.142, 0.129, 0.100], [-0.233, 0.000, 0.107], [0.096, -0.063, -0.206], [-0.223, -0.097, 0.256], [-0.047, -0.001, -0.445], [0.248, 0.151, 0.173], [0.057, 0.377, -0.053], [0.053, -0.169, 0.235], [-0.120, -0.180, -0.134], [0.019, -0.149, -0.504], [0.047, 0.236, 0.250], [-0.108, -0.156, 0.315]]}

---

(4)
{"formula": "C30H25ClN3O4Pt", "method": "ωB97M-V/def2-TZVPD", "gap_ev": [5.83, 5.68], "homo_energy_ev": [-3.2, -5.6], "s_squared": 2.036, "lumo_ev": [2.6, 0.0], "multiplicity": 3, "total_charge": -1, "symbols": ["Pt", "C", "C", "C", "C", "C", "C", "C", "C", "N", "C", "O", "C", "C", "C", "C", "C", "N", "C", "O", "N", "C", "C", "C", "C", "C", "C", "C", "C", "H", "H", "H", "H", "H", "H", "H", "H", "H", "H", "H", "H", "H", "H", "H", "H", "H", "H", "H", "H", "H", "Cl", "C", "C", "C", "C", "C", "C", "C", "O", "O", "H", "H", "H", "H"], "positions_angstrom": [[-0.6670, -0.1009, -0.3849], [1.2705, 3.0270, -0.9637], [0.6824, 2.8705, -2.3316], [1.3012, 3.4355, -3.4363], [0.7462, 3.3159, -4.6977], [-0.4375, 2.6206, -4.8651], [-1.0812, 2.0382, -3.7851], [-2.3507, 1.2699, -3.9809], [-0.5183, 2.1579, -2.5015], [-1.1505, 1.5812, -1.3936], [-2.3965, 2.0805, -1.0428], [-2.8370, 3.1509, -1.4659], [-3.1071, 1.2229, -0.0871], [-4.2049, 1.5670, 0.6713], [-4.7346, 0.6589, 1.5914], [-4.0585, -0.5497, 1.8155], [-2.9368, -0.8446, 1.0780], [-2.5525, -0.0367, 0.0313], [-2.0034, -1.9598, 1.3363], [-2.2756, -2.9438, 2.0223], [-0.7861, -1.7580, 0.7291], [0.2078, -2.7420, 0.8256], [0.8509, -2.9931, 2.0456], [0.4287, -2.2958, 3.3015], [1.8810, -3.9200, 2.0769], [2.2418, -4.6288, 0.9484], [1.5613, -4.4200, -0.2372], [0.5578, -3.4715, -0.3205], [-0.1769, -3.2233, -1.6025], [2.2326, 3.5373, -1.0099], [1.4167, 2.0389, -0.5307], [0.6017, 3.5876, -0.3080], [2.2260, 3.9848, -3.3102], [1.2471, 3.7559, -5.5483], [-0.8779, 2.5270, -5.8496], [-2.5092, 1.0508, -5.0348], [-3.1967, 1.8496, -3.6126], [-2.3102, 0.3341, -3.4222], [-4.6202, 2.5570, 0.5618], [-5.6116, 0.9154, 2.1639], [-4.3729, -1.2311, 2.5911], [0.2059, -1.2480, 3.1133], [1.2051, -2.3657, 4.0599], [-0.4785, -2.7666, 3.6805], [2.4049, -4.0931, 3.0065], [3.0431, -5.3527, 0.9949], [1.8170, -5.0027, -1.1110], [0.2090, -3.8555, -2.3993], [-0.0587, -2.1721, -1.8978], [-1.2399, -3.4287, -1.4679], [2.8299, 2.5886, 5.2075], [2.6591, 1.6593, 3.7515], [3.7775, 1.0751, 3.1795], [3.6330, 0.3632, 2.0036], [2.3971, 0.2541, 1.3736], [1.2911, 0.8451, 1.9718], [1.4114, 1.5370, 3.1657], [2.3816, -0.4749, 0.0221], [3.3615, -1.1485, -0.2619], [1.4000, -0.2740, -0.7681], [4.7459, 1.1900, 3.6426], [4.4789, -0.1144, 1.5331], [0.3000, 0.7823, 1.5066], [0.5449, 1.9859, 3.6261]], "atomic_forces_ev_per_a": [[0.119, 0.002, -0.151], [0.019, -0.119, 0.018], [-0.272, -0.144, 0.170], [-0.057, 0.007, -0.121], [0.067, -0.006, -0.022], [0.038, 0.054, -0.029], [0.056, -0.131, 0.390], [0.003, 0.018, 0.034], [0.759, 0.717, -0.941], [0.521, -1.317, 0.586], [-0.748, 0.957, 0.185], [0.201, -0.561, 0.176], [-0.315, 0.135, 0.044], [0.233, -0.050, -0.283], [-0.148, 0.146, -0.090], [0.478, -0.203, -0.250], [-0.438, -0.095, 0.302], [-0.359, 0.182, 0.267], [-0.630, -0.543, 0.617], [0.067, 0.452, -0.312], [0.328, 0.999, -0.809], [0.728, -0.887, 0.168], [-0.129, 0.233, -0.159], [-0.070, -0.073, -0.017], [0.074, -0.105, 0.001], [-0.045, -0.070, -0.003], [0.098, -0.033, 0.008], [-0.189, 0.228, 0.108], [0.095, 0.165, -0.023], [-0.024, 0.009, 0.018], [0.090, 0.102, 0.117], [-0.011, 0.005, 0.026], [0.025, -0.015, 0.080], [0.003, 0.046, -0.086], [-0.009, -0.037, -0.052], [-0.016, -0.040, -0.042], [-0.101, -0.043, 0.017], [-0.115, -0.069, -0.011], [-0.031, 0.088, -0.128], [-0.035, 0.022, 0.093], [0.076, -0.123, 0.047], [-0.019, 0.070, 0.070], [0.078, 0.060, 0.048], [-0.052, 0.046, 0.066], [0.028, 0.015, 0.118], [0.064, -0.043, -0.001], [0.035, 0.030, -0.131], [0.016, -0.033, -0.040], [-0.056, -0.302, -0.102], [-0.073, 0.077, -0.102], [0.025, 0.090, 0.231], [-0.072, -0.075, -0.209], [-0.032, 0.032, 0.059], [-0.074, -0.006, -0.027], [0.000, -0.147, -0.226], [-0.230, 0.042, -0.186], [0.095, 0.032, 0.066], [0.714, -0.116, 0.752], [-0.071, 0.105, -0.034], [-1.294, 0.092, -0.724], [0.052, -0.006, 0.070], [0.059, -0.025, -0.029], [0.519, 0.094, 0.323], [-0.052, 0.069, 0.065]]}

---

(5)
{"formula": "C3H4Br2S", "method": "ωB97M-V/def2-TZVPD", "gap_ev": [8.50, 6.71], "homo_energy_ev": [-9.1, -8.3], "lumo_ev": [-0.6, -1.6], "de_lowest_kcal_mol": 69.2, "symbols": ["C", "C", "C", "S", "Br", "Br", "H", "H", "H", "H"], "positions_angstrom": [[-0.5156, 0.3036, -0.3097], [0.6332, 0.6745, 0.6644], [-0.9859, 1.5532, -0.8462], [-0.1447, 1.2370, 2.1487], [-1.9198, 2.7315, 0.2299], [-0.0990, 2.4406, -2.4076], [-0.1881, -0.5024, -1.0272], [-1.2408, -0.1430, 0.2088], [1.2108, -0.2884, 0.9986], [1.3052, 1.2824, 0.2015]], "atomic_forces_ev_per_a": [[3.715, -0.208, -2.239], [-1.161, -3.907, 1.927], [-0.212, 1.706, -2.744], [0.604, 0.409, 0.960], [0.061, -0.188, -0.122], [-0.681, -1.025, 1.541], [-0.154, 1.338, 0.085], [-3.023, -1.621, 2.271], [-1.064, 1.486, -0.669], [1.913, 2.011, -1.011]]}

---

Calculated total energy across the listed records, respectively: -159.56663, -6539.12339, -1525.11065, -2203.07679, -5662.79437 Eh.